{
  "formula": "C5H8O2",
  "method": "ωB97M-V with the def2-TZVPD basis set",
  "smiles": "C[C@H]1OC12COC2",
  "de_lowest_kj_mol": 342.3,
  "mol_weight_g_mol": 100.1,
  "charge": 0,
  "lumo_energy_ev": 0.94,
  "species": ["C", "C", "O", "C", "C", "O", "C", "H", "H", "H", "H", "H", "H", "H", "H"],
  "xyz": [[-1.23, -1.35, -0.26], [-0.33, -0.91, 0.85], [1.12, -1.01, 0.98], [0.56, 0.09, 0.34], [0.38, 1.53, 0.63], [0.73, 1.87, -0.72], [0.99, 0.49, -1.07], [-1.57, -0.40, -0.74], [-0.71, -1.90, -1.05], [-2.10, -1.85, 0.14], [-0.76, -0.73, 1.85], [-0.66, 1.83, 0.84], [1.06, 1.85, 1.41], [2.06, 0.29, -1.18], [0.48, 0.20, -2.01]]
}